Formula: C7H16N3
Source: the Open Molecules 2025 dataset
Level of theory: ωB97M-V/def2-TZVPD

```
26
C7H16N3 | the Open Molecules 2025 dataset | ωB97M-V/def2-TZVPD
H 4.56968 1.26091 -1.41967
N 2.73997 -0.02145 -0.09502
C -2.52426 1.20106 -0.56713
H -3.62936 1.15731 -0.58496
H 0.19322 -1.69674 0.96019
H -1.27745 0.84208 2.04053
H -3.02820 0.50402 1.87967
N 4.93033 0.67332 -0.60002
H -3.55741 -1.03389 -0.67358
H -2.30263 1.44780 -1.68514
H 2.43090 0.90630 -0.51845
H -2.42558 -2.19225 0.27933
H -1.90869 -1.49642 -1.42397
H -0.20844 1.22361 0.01435
C -1.86021 -0.03366 0.06279
C -2.47638 -1.35437 -0.47952
C 4.05898 -0.26435 -0.08877
H -2.28072 2.14333 -0.02833
C 0.64081 -0.86209 0.45943
H -0.32899 0.10074 -1.36882
N 1.94152 -0.87300 0.54385
H 4.47251 -1.11789 0.61286
H 5.90482 0.28810 -0.66764
C -1.99660 0.03371 1.63715
H -1.74494 -0.95105 1.97667
C -0.33289 0.11489 -0.26581
```

LUMO energy ... -4.4 eV
Spin multiplicity ... 1
HOMO ... -13.859 eV
Charge ... +1
HOMO-LUMO gap ... 0.3464 Eh
ΔE to the lowest compared entry with this formula, charge and spin ... 325.30 kJ/mol



Formula: C7H16N4S2
Source: the Open Molecules 2025 dataset
Level of theory: ωB97M-V/def2-TZVPD

```
29
C7H16N4S2 | the Open Molecules 2025 dataset | ωB97M-V/def2-TZVPD
H 2.36574 -2.61150 -1.06223
H 2.97671 -0.07108 -1.40722
C 2.79513 0.17823 -0.35749
N 0.08472 -0.42104 -1.53618
H -2.84311 -0.41009 1.34260
H -2.65723 1.88457 2.24744
C -2.94419 0.44222 0.66447
C 1.52906 -2.02510 -0.67171
H -0.88925 1.09466 0.65042
H -1.86297 -1.06538 -1.26822
H -0.13031 0.13656 -2.36013
C -1.61762 0.68925 -0.05363
S 2.93409 2.77752 0.19077
S 3.03783 -1.74338 1.64570
H -0.81467 -1.30065 0.13697
C -3.37700 1.66946 1.45896
H 4.03594 -2.14321 0.86018
H -3.71567 0.19165 -0.06846
H -1.75104 1.43434 -0.83965
H 1.19136 -0.54301 0.87610
C 2.04076 -0.96008 0.32875
H 0.85395 -2.71068 -0.14200
N 0.94370 -1.37948 -1.80565
C -1.07442 -0.60024 -0.65829
N 2.04690 1.47366 -0.33878
H -3.44644 2.53873 0.80979
H -4.34776 1.50131 1.91961
N 0.89015 1.59139 -0.69742
H 3.74563 0.38136 0.13529
```

LUMO energy (spin up / spin down) ... 0.0 / -0.7 eV
Spin multiplicity ... 1
HOMO (spin up / spin down) ... -8.298 / -7.814 eV
HOMO-LUMO gap (spin up / spin down) ... 0.3051 / 0.2633 Eh
ΔE to the lowest compared entry with this formula, charge and spin ... 567.44 kJ/mol



Formula: C7H16N5O2
Source: the Open Molecules 2025 dataset
Level of theory: ωB97M-V/def2-TZVPD

```
30
C7H16N5O2 | the Open Molecules 2025 dataset | ωB97M-V/def2-TZVPD
C 0.79302 -0.94823 0.95980
C 0.24432 -0.33109 2.25643
H 1.90073 1.83005 -2.53903
C 1.14395 1.29777 -3.04857
N 0.13854 0.60282 -2.30144
O -1.38800 2.16462 -2.42764
H 0.86346 -0.63951 3.06376
N 0.57039 -0.34909 -1.33638
N 0.04045 -0.19306 -0.00423
N -1.94056 0.00726 1.20094
H 2.83183 -0.85313 -0.02547
H -2.92020 -0.29898 1.40435
H 2.19342 0.72009 0.54494
H 0.80650 -2.03236 0.90378
C -1.26207 -0.60455 2.34524
H 2.86836 -0.49420 1.73482
N -1.85113 0.27021 -1.22339
C -1.10224 1.12415 -1.92008
C 2.26444 -0.39931 0.78958
H 1.67370 0.67767 -3.71774
H -2.73189 0.66580 -1.25494
H -1.55384 -1.48400 -0.15877
H 0.25700 -1.36052 -1.65954
H 0.40178 0.79210 2.07383
H 1.55630 -0.39993 -1.08966
C -1.42430 -0.45125 0.00262
O -2.00806 -0.26434 3.37518
H -1.67447 0.64735 3.53156
H -1.25600 -1.69393 2.16937
H 0.56456 1.99759 -3.64933
```

LUMO energy ... -3.1 eV
Spin multiplicity ... 1
HOMO ... -13.703 eV
Charge ... +1
HOMO-LUMO gap ... 0.3880 Eh
ΔE to the lowest compared entry with this formula, charge and spin ... 183.56 kJ/mol



Formula: C7H16N6OSe4V
Source: the Open Molecules 2025 dataset
Level of theory: ωB97M-V/def2-TZVPD

```
35
C7H16N6OSe4V | the Open Molecules 2025 dataset | ωB97M-V/def2-TZVPD
H -0.19660 2.69838 -1.42717
H -3.38209 0.00953 -1.57916
N -1.16976 2.39589 0.40408
H -3.19873 2.88324 0.59370
C 3.70770 -1.18240 -0.41417
H 0.20804 0.33660 -1.65466
N -3.00831 0.81920 0.31899
H 3.99801 0.53229 -1.41965
O 2.49624 -0.84165 -0.15661
H -2.08454 -0.35159 1.79872
C -0.80427 0.15275 -1.28582
H -1.86530 3.28769 -1.35087
H 5.39444 -0.49488 -1.36737
C -0.29278 1.33071 0.80687
Se 1.50995 -4.30529 1.16344
H -0.29494 1.22281 1.89247
H -1.16833 -0.79226 -1.68916
C -2.52425 2.07945 0.88557
C -3.02020 0.93950 -1.13972
C -1.19945 2.47717 -1.05786
H 0.72557 1.52915 0.46147
H 3.61789 -2.94053 0.56766
H 5.16110 -2.58137 -0.16607
H -2.51003 2.00870 1.97338
N 4.43171 -0.32704 -1.13276
N 4.21002 -2.31781 0.02961
Se 0.63628 -1.48182 3.03051
H -2.46280 -1.20601 0.28833
N -1.67618 1.23120 -1.66196
V 0.79608 -1.38008 0.65851
N -0.71920 -0.00725 0.22598
Se 0.70330 -3.81555 3.27625
H -3.69229 1.74730 -1.42587
Se -0.18395 -3.39906 -0.16245
C -2.14235 -0.25695 0.71582
```

LUMO energy (spin up / spin down) ... -3.9 / -3.4 eV
Spin multiplicity ... 3
HOMO (spin up / spin down) ... -10.913 / -11.087 eV
Charge ... +1
HOMO-LUMO gap (spin up / spin down) ... 0.2568 / 0.2820 Eh
ΔE to the lowest compared entry with this formula, charge and spin ... 10.90 kJ/mol
Expectation value of S² ... 2.0376



Formula: C7H16NO4S
Source: the Open Molecules 2025 dataset
Level of theory: ωB97M-V/def2-TZVPD

```
29
C7H16NO4S | the Open Molecules 2025 dataset | ωB97M-V/def2-TZVPD
H -3.24703 2.28661 2.47414
H -1.12442 1.69446 3.52507
H -0.42026 1.28539 1.95375
H -2.08833 2.93935 1.30552
O -2.71039 -0.29964 1.43162
C 0.92453 -0.95922 -0.87798
H 1.71643 -2.40933 -2.37307
S 3.54039 -0.93281 -2.04441
C -0.16775 -0.45929 -1.87342
H 0.41009 -1.60654 -0.13762
O 3.38502 -0.22672 -3.32600
H 2.40162 -2.51321 -0.71782
O 4.61508 -1.96579 -2.15155
O 4.05181 0.09255 -0.84297
H 4.33600 -0.49724 -0.14220
C -2.43305 2.02610 1.78884
H -3.94869 1.09361 0.51880
H -0.30479 -1.13797 -2.75272
C -2.89929 0.97624 0.79679
H -1.12953 -0.49243 -1.31619
H -1.13638 -0.89545 2.62976
H 1.29012 -0.09066 -0.31584
C 2.04294 -1.83322 -1.50218
N -0.00473 0.93342 -2.27319
H -2.55982 -0.25608 3.48030
H -2.29043 0.99918 -0.11309
C -1.34295 1.28041 2.53962
H 1.00602 1.09579 -2.28751
C -1.91222 -0.12752 2.60354
```

LUMO energy ... 2.8 eV
Spin multiplicity ... 1
HOMO ... -1.473 eV
Charge ... -1
HOMO-LUMO gap ... 0.1585 Eh
ΔE to the lowest compared entry with this formula, charge and spin ... 0.00 kJ/mol



Formula: C7H16O
Source: the Open Molecules 2025 dataset
Level of theory: ωB97M-V/def2-TZVPD

```
24
C7H16O | the Open Molecules 2025 dataset | ωB97M-V/def2-TZVPD
O -3.43958 -3.36220 -3.92558
H -3.37026 -3.83252 -3.08502
H 1.69252 -2.62883 0.81480
C -0.13045 3.97773 1.10118
C 0.25785 0.14046 1.43495
H 1.10382 -0.12819 2.08895
H -3.78372 -2.58170 -3.61870
H -0.47808 -0.42764 -0.59380
H 1.26375 1.80897 0.47043
C 0.20516 -0.70673 0.23304
H 2.29846 -0.05958 0.13234
C -0.45906 2.59847 1.56048
C 0.33117 1.61235 1.07506
H -0.31279 4.10914 0.11955
C 2.20459 -2.27511 -0.04667
H -1.36221 2.52052 2.13430
H 3.24666 -2.22786 -0.00322
H 1.82848 -3.08621 -0.67545
C 1.63990 -0.87967 -0.36425
H -0.79822 4.74180 1.45199
H 0.84872 4.36030 1.27590
H -0.11985 -1.78526 0.35936
H -0.69249 -0.07493 1.99798
H 1.85692 -0.61544 -1.42758
```

LUMO energy ... 0.7 eV
Spin multiplicity ... 1
HOMO ... -9.183 eV
HOMO-LUMO gap ... 0.3639 Eh
ΔE to the lowest compared entry with this formula, charge and spin ... 226.54 kJ/mol



Formula: C7H16O
Source: the Open Molecules 2025 dataset
Level of theory: ωB97M-V/def2-TZVPD

```
24
C7H16O | the Open Molecules 2025 dataset | ωB97M-V/def2-TZVPD
H 1.29658 -0.30131 1.41079
H 0.19327 2.21789 -0.49865
H -0.66684 0.24214 -2.45589
H 2.54183 -0.59999 -0.60703
H 0.73104 0.70847 -0.57017
C -1.80983 2.08739 -2.25880
H -1.21865 2.94414 -2.49253
H -2.32840 1.65903 -3.14427
C 0.61265 -2.46527 1.56305
H -0.16248 -3.04851 0.90364
C -0.20910 1.26452 -0.46679
C -0.99732 0.86943 0.79826
H -1.91462 0.10382 -1.50774
C -0.77188 -0.39360 1.39205
H 3.17314 -1.01927 0.65484
H -1.67956 -0.95363 1.70727
O 3.28972 -1.11541 -0.27332
H -2.10319 0.99599 0.63439
H -0.77236 1.62522 1.54291
C -1.10064 0.84528 -1.70749
H 0.42870 -2.70427 2.47274
H -2.44152 2.58348 -1.54139
H 1.57230 -2.72186 1.18374
C 0.44828 -1.00910 1.42869
```

LUMO energy ... 0.9 eV
Spin multiplicity ... 1
HOMO ... -8.651 eV
HOMO-LUMO gap ... 0.3524 Eh
ΔE to the lowest compared entry with this formula, charge and spin ... 285.67 kJ/mol



Formula: C7H16O
Source: the Open Molecules 2025 dataset
Level of theory: ωB97M-V/def2-TZVPD

```
24
C7H16O | the Open Molecules 2025 dataset | ωB97M-V/def2-TZVPD
H -1.15093 1.93412 -0.01856
H -0.65518 0.79235 -1.88124
C 0.42058 -0.83609 -0.92549
C 0.41809 -0.90931 1.66169
H 1.12496 -2.66820 2.76236
H 0.11899 -1.70650 -1.50225
H 0.86144 1.82030 -0.06683
H 2.29710 1.25556 -0.99439
H -2.35034 -0.53942 1.25388
C 0.37759 0.49065 -1.70535
C -1.67857 -0.58387 0.41189
C 1.25100 1.54500 -1.04501
H -2.22099 -0.45979 -0.51136
C -0.36496 -0.75296 0.36397
H 1.01419 -0.04803 1.94538
H 0.74125 -3.00042 1.07417
H 2.20728 -2.12029 1.48644
C 1.16194 -2.26180 1.75361
H 0.73306 0.26472 -2.71207
H 1.22775 2.45475 -1.65359
H -0.35898 -0.99355 2.41310
H -1.37606 2.82274 -1.23173
H 1.47221 -0.96173 -0.67346
O -1.70298 2.64326 -0.34463
```

LUMO energy ... 0.9 eV
Spin multiplicity ... 1
HOMO ... -9.486 eV
HOMO-LUMO gap ... 0.3826 Eh
ΔE to the lowest compared entry with this formula, charge and spin ... 99.34 kJ/mol



Formula: C7H16O2
Source: the Open Molecules 2025 dataset
Level of theory: ωB97M-V/def2-TZVPD

```
25
C7H16O2 | the Open Molecules 2025 dataset | ωB97M-V/def2-TZVPD
H 3.00879 0.70843 -1.83582
H 0.78618 -0.30295 1.48913
O -0.83093 0.88828 -0.90116
H -1.74089 2.51260 1.08399
H -2.93792 1.32279 1.65121
H 0.66640 -1.82184 -0.29947
H -3.00890 -0.17561 -1.72133
C 2.10496 -0.23907 -0.14223
O -1.46373 -1.66583 0.89506
C 1.62851 0.18806 1.02331
H -3.97688 0.19785 -0.22973
H -2.11921 -1.22093 0.13973
H 1.12362 -1.08698 -1.83866
H -0.06441 0.99910 -0.31087
C -1.97159 1.44746 1.16864
H 2.05359 1.03893 1.53582
H 3.62592 1.28164 -0.27652
C 3.27645 0.40598 -0.82157
H -1.80629 -2.48938 1.25825
H 2.24398 -2.17451 -1.03538
C -3.00226 0.07936 -0.67346
C 1.49433 -1.40305 -0.86457
H -1.21614 0.98111 1.80320
H 4.10055 -0.30536 -0.90272
C -1.97414 0.83390 -0.19484
```

LUMO energy ... 0.8 eV
Spin multiplicity ... 1
HOMO ... -8.984 eV
HOMO-LUMO gap ... 0.3606 Eh
ΔE to the lowest compared entry with this formula, charge and spin ... 209.12 kJ/mol



Formula: C7H16O2
Source: the Open Molecules 2025 dataset
Level of theory: ωB97M-V/def2-TZVPD

```
25
C7H16O2 | the Open Molecules 2025 dataset | ωB97M-V/def2-TZVPD
H 1.54870 0.35528 -2.53254
C 1.17795 0.28328 -0.38938
H -0.79733 -0.02087 -0.11151
H -0.14968 0.41847 -2.10606
H 2.90175 0.00232 0.92528
H -1.59390 -2.22655 0.05408
H 0.70770 -1.12127 -1.96075
H -2.46698 -0.90099 2.19129
C 2.59577 -0.20800 -0.10321
O -2.32982 -1.67357 -0.31484
H -2.35129 0.85953 1.87422
C -2.69610 -0.10118 1.48288
O 0.27850 -1.91768 0.60158
C 0.80587 -0.03957 -1.83197
C 0.24013 -0.68373 0.72044
H -2.44232 0.32518 -0.61935
H 1.27738 1.97138 0.98214
H 0.23994 -0.16156 1.68622
C -2.07784 -0.38431 0.13143
H 3.31592 0.28186 -0.76839
H 0.07099 2.16488 -0.31081
H 1.79002 2.35064 -0.65247
H -3.78624 -0.05937 1.39190
H 2.67693 -1.28526 -0.26762
C 1.06396 1.77106 -0.07252
```

LUMO energy ... 0.8 eV
Spin multiplicity ... 1
HOMO ... -9.052 eV
HOMO-LUMO gap ... 0.3606 Eh
ΔE to the lowest compared entry with this formula, charge and spin ... 297.21 kJ/mol



Formula: C7H16Si
Source: the Open Molecules 2025 dataset
Level of theory: ωB97M-V/def2-TZVPD

```
24
C7H16Si | the Open Molecules 2025 dataset | ωB97M-V/def2-TZVPD
H -2.95576 -1.05585 2.20383
C 1.12035 -0.02333 0.30969
H 0.92316 1.33236 -1.35309
H -0.69564 -1.30097 -1.17531
C 1.73521 -0.42763 -2.08050
C -1.64959 0.15390 1.08583
H -2.73641 -0.21734 -0.68927
H 1.54304 1.12892 2.73007
H 0.86692 2.48222 0.79433
C 0.76908 0.23085 -1.02860
C -1.75038 0.28818 -0.35015
H -1.24118 0.93600 1.62921
H -1.91832 -1.98807 1.20482
H 3.10701 1.92743 1.23197
H -1.92816 1.33105 -0.67296
C -0.68576 -0.27185 -1.32552
H 2.73388 -0.23093 -1.80712
H -0.90822 -0.23952 -2.36723
H 0.77708 -1.06727 0.63604
H 1.49401 -1.42331 -2.06266
C -1.85370 -1.12508 1.82959
H -1.06472 -1.28763 2.69504
Si 1.82231 1.39117 1.29298
H 1.56123 -0.10264 -3.03491
```

LUMO energy (spin up / spin down) ... -0.1 / 0.7 eV
Spin multiplicity ... 1
HOMO (spin up / spin down) ... -7.404 / -7.914 eV
HOMO-LUMO gap (spin up / spin down) ... 0.2690 / 0.3177 Eh
ΔE to the lowest compared entry with this formula, charge and spin ... 572.37 kJ/mol



Formula: C7H17AuN4O
Source: the Open Molecules 2025 dataset
Level of theory: ωB97M-V/def2-TZVPD

```
30
C7H17AuN4O | the Open Molecules 2025 dataset | ωB97M-V/def2-TZVPD
H -0.87079 0.47172 4.45074
H 0.30792 1.62069 0.12422
H 1.89538 2.72173 -2.25134
H -2.94448 -0.63416 -0.39613
C -0.95844 -0.12498 3.56031
H 0.37056 1.81491 -2.39443
N -3.33928 -2.22400 -1.62491
Au -0.64251 -0.68213 -1.38344
H 1.60172 0.75704 0.96476
H 1.79908 1.27139 -3.28006
H 3.82862 1.71433 -1.04136
H 3.71655 0.09974 -0.30849
H -4.21838 -2.33351 -1.13512
H 3.74884 0.26241 -2.06825
C 1.86034 0.81662 -1.17496
H -2.70064 -2.93695 -1.30444
N -1.50027 -0.76758 1.46658
C 1.38713 1.44658 0.14502
N -0.83874 -1.74053 2.09941
H 0.04772 -2.07364 4.00174
C 1.45931 1.72499 -2.34765
H -0.59737 -2.57936 1.60290
H -2.05137 1.15001 2.07667
N -2.76719 -0.94504 -1.34900
O 1.35598 -0.47698 -1.33565
H -3.17602 -0.28563 -1.99846
C 3.39126 0.72001 -1.14511
H 1.89840 2.39099 0.34602
C -1.57508 0.22063 2.34435
C -0.48824 -1.39931 3.35608
```

LUMO energy ... 0.5 eV
Spin multiplicity ... 1
HOMO ... -7.914 eV
HOMO-LUMO gap ... 0.3104 Eh
ΔE to the lowest compared entry with this formula, charge and spin ... 9.04 kJ/mol



Question: Which value of ΔE to the lowest compared entry with this formula, charge and spin does entry 11 give?
Answer: 572.37 kJ/mol



Question: Among the records above, which one has the highest spin multiplicity?
Answer: C7H16N6OSe4V